[1]
This record from the Open Molecules 2025 dataset describes 2 unconnected molecules or ions with the total composition C15H14NO5 at a distorted geometry. The level of theory is the ωB97M-V functional and the def2-TZVPD basis.

Computed properties:
* total energy: -1010.97899 Eh
* 2S+1: 1
* orbital gap: 3.942 eV
* HOMO energy: -2.55 eV
* LUMO energy: 1.40 eV
* total charge: -1
* energy above the lowest of the compared OMol25 structures with the same formula, charge and spin: 0.00 kcal per mole

CARTESIAN COORDINATES (ANGSTROEM)
O -1.1082 -3.8641 1.6187
O 0.7984 -0.7179 -2.1559
O -1.1438 -3.3817 3.8478
O -0.6355 -3.9242 -0.5955
O -1.3507 -1.4270 -2.4818
N -0.2318 1.2191 -0.4410
C -0.4129 -3.4462 0.4969
C -0.4021 -0.6246 -1.9449
C 0.5267 2.9314 1.0858
C 0.4905 3.3525 2.4388
C -0.6576 -3.1669 2.7620
C -0.4220 1.9399 0.6244
C -0.9988 0.3625 -1.0144
C 1.4996 3.4800 0.2224
C -0.8445 -2.4830 -3.3511
C 0.5336 -2.4124 0.9470
C -2.0446 -3.3180 -3.7249
C 2.3674 4.4733 0.6893
C 1.3793 4.3088 2.9091
C 0.3916 -2.2628 2.2794
C 2.3167 4.8845 2.0340
H 0.9199 -1.5929 2.9442
H -2.0965 0.3016 -0.9143
H 3.0906 4.9243 0.0099
H -1.7552 -4.2083 -4.2929
H -0.1066 -3.0798 -2.8011
H 1.3448 4.6135 3.9592
H -1.2974 1.7684 1.2790
H -0.2485 2.8957 3.1039
H -2.7316 -2.7317 -4.3433
H 1.5533 3.1245 -0.8072
H 3.0026 5.6461 2.4000
H -0.3728 -2.0140 -4.2262
H 1.2076 -1.9216 0.2642
H -2.5615 -3.6488 -2.8217

List of Löwdin charges in e, atom by atom:
1 O 0.1046
2 O 0.0144
3 O 0.1335
4 O 0.1456
5 O -0.0582
6 N 0.0027
7 C -0.4011
8 C -0.5472
9 C -0.2378
10 C -0.0809
11 C -0.4056
12 C -0.1960
13 C -0.1690
14 C -0.0507
15 C -0.2441
16 C 0.0823
17 C -0.0884
18 C -0.1163
19 C -0.1317
20 C 0.0582
21 C -0.1425
22 H 0.1255
23 H 0.0956
24 H 0.0868
25 H 0.0709
26 H 0.1000
27 H 0.0878
28 H 0.0959
29 H 0.0965
30 H 0.0712
31 H 0.1028
32 H 0.0767
33 H 0.1202
34 H 0.1260
35 H 0.0724

=====

[2]
This record from the Open Molecules 2025 dataset describes a molecular structure, C12H14F6N5O4RuS3 at a distorted geometry. The level of theory is the ωB97M-V functional and the def2-TZVPD basis.

Computed properties:
* total energy: -2928.45751 Eh
* 2S+1: 1
* orbital gap (alpha / beta): 6.492 / 6.904 eV
* HOMO energy (alpha / beta): -12.02 / -12.10 eV
* LUMO energy (alpha / beta): -5.53 / -5.20 eV
* total charge: +1
* energy above the lowest of the compared OMol25 structures with the same formula, charge and spin: 45.03 kcal per mole

CARTESIAN COORDINATES (ANGSTROEM)
Ru 0.1941 0.1611 0.5397
S -3.0323 -0.2591 0.0583
S -2.2884 -0.4528 2.5608
S -0.9810 1.9492 -0.3921
F -2.9364 2.2601 1.0209
F -4.8882 1.2699 1.2278
F -1.9454 -3.0331 3.1478
F -1.6705 -1.6874 4.8486
F -3.6778 -2.1158 4.1031
F -4.2233 1.9973 -0.7122
O -3.8495 -0.8284 -1.0222
O -2.8373 0.6880 3.2964
O -0.8733 -0.3334 2.2112
O -1.6454 -0.0091 -0.3375
N 1.5605 1.4380 -1.3361
N 0.1346 2.9344 -2.4499
N 0.8876 -1.4494 1.4904
N 1.8166 0.5818 -0.2578
N -3.2385 -1.0240 1.4318
C 1.6690 -1.2235 -1.9623
C 0.4053 2.0535 -1.4368
C 1.8953 3.1041 -4.1337
C 2.8299 -2.6033 0.6208
C 1.8734 -3.2676 2.7241
C -2.3927 -1.8704 3.7058
C 2.8424 -3.4355 1.7371
C 1.8391 -1.6332 0.5495
C 1.7846 -0.6748 -0.5637
C -3.7853 1.3788 0.4287
C 0.9259 -2.2685 2.5566
C 1.1628 3.7903 -2.9939
H 3.5857 -2.6851 -0.1504
H 0.6894 4.6997 -3.3811
H 3.6083 -4.1971 1.8449
H 2.6313 3.7842 -4.5739
H 1.6718 -2.3169 -1.9669
H 2.5153 -0.8718 -2.5600
H 0.1517 -2.0890 3.2966
H 0.7360 -0.8835 -2.4198
H -0.7208 3.4066 -2.1722
H 1.8671 4.1064 -2.2157
H 2.4252 2.2091 -3.7937
H 1.1978 2.7997 -4.9213
H 1.8594 -3.8923 3.6096
H 0.2261 0.4929 -1.2574

List of Löwdin charges in e, atom by atom:
1 Ru 1.2226
2 S 0.6794
3 S 0.6854
4 S 1.0131
5 F 0.0009
6 F 0.1435
7 F 0.1144
8 F 0.1314
9 F 0.1417
10 F 0.1208
11 O -0.2085
12 O -0.2200
13 O -0.4425
14 O -0.6470
15 N 0.0393
16 N -0.0249
17 N -0.0350
18 N -0.1202
19 N -0.2381
20 C 0.0135
21 C -0.7347
22 C -0.0894
23 C 0.0297
24 C 0.0068
25 C -0.5857
26 C -0.0040
27 C -0.2438
28 C -0.3795
29 C -0.6152
30 C -0.0467
31 C -0.2459
32 H 0.1361
33 H 0.1270
34 H 0.1275
35 H 0.0806
36 H 0.1022
37 H 0.1093
38 H 0.0991
39 H 0.0910
40 H 0.1042
41 H 0.1213
42 H 0.0587
43 H 0.0806
44 H 0.1291
45 H 0.1720

=====

[3]
This record from the Open Molecules 2025 dataset describes a molecular structure, C26H14BBrF4LaN5O4S2Se at a distorted geometry. The level of theory is the ωB97M-V functional and the def2-TZVPD basis.

Computed properties:
* total energy: -7802.15730 Eh
* 2S+1: 1
* orbital gap: 7.511 eV
* HOMO energy: -8.66 eV
* LUMO energy: -1.15 eV
* energy above the lowest of the compared OMol25 structures with the same formula, charge and spin: 0.00 kcal per mole

CARTESIAN COORDINATES (ANGSTROEM)
La 0.0280 0.6727 -1.0092
Br -0.5170 -5.8351 -6.8708
Se 2.5381 -3.6084 5.5825
S 0.8911 2.6771 2.9243
S -2.2174 2.2373 0.3097
F 1.8061 3.3765 -3.6219
F 0.9421 2.9791 -1.4887
F 2.1911 1.3733 -2.4525
F 0.1177 1.7970 -3.2625
O 0.9384 -1.2990 -1.9260
O -3.3478 1.4564 0.7245
O -1.2109 -0.8525 -2.2509
O -1.9387 2.1902 -1.1373
N -0.8268 1.8236 1.0447
N 0.9366 -3.4414 4.7614
N 1.9519 0.0604 0.6354
N 3.3965 -2.5607 4.3900
N -0.5440 -1.1303 0.8105
C -2.1402 6.1825 2.2788
C -0.1523 -1.5256 -2.5257
C -3.1698 5.9853 1.3537
C -1.1970 5.1960 2.5336
C 1.1424 -2.6564 3.7489
C 1.7539 -0.8618 1.5885
C 0.0745 -2.2751 2.7966
C -0.4063 -4.5036 -5.5361
C -1.3902 -2.6880 -4.3390
C 0.3799 -1.4457 1.7334
C -1.2983 4.0054 1.8387
C 4.0580 -0.7447 2.2106
C -0.3984 2.7870 1.9239
C -3.2828 4.7901 0.6622
C 2.7790 -1.2524 2.4267
C -2.1713 -2.4162 1.9879
C 2.4896 -2.1754 3.5458
C -2.3191 3.8337 0.9357
C -1.2241 -2.7622 2.9228
C 4.2657 0.1626 1.1988
C 0.7571 -4.3995 -4.7883
C 3.1632 0.5720 0.4575
C -1.4848 -3.6563 -5.3277
C -1.7810 -1.5955 0.9350
C 0.8404 -3.4218 -3.8080
C -0.2320 -2.5717 -3.5814
B 1.3007 2.4475 -2.7771
H -4.0788 4.6238 -0.0510
H -2.4912 -1.3001 0.1721
H -0.3934 5.3320 3.2463
H -2.0772 7.1254 2.8066
H 4.8639 -1.0727 2.8560
H -2.3791 -3.7533 -5.9276
H 1.7394 -3.3106 -3.2152
H -3.1927 -2.7656 2.0532
H 5.2399 0.5845 0.9957
H 1.5823 -5.0723 -4.9748
H 3.2589 1.3274 -0.3130
H -1.4627 -3.4087 3.7591
H -2.2122 -2.0117 -4.1437
H -3.8890 6.7754 1.1773

List of Löwdin charges in e, atom by atom:
1 La 2.2247
2 Br 0.7458
3 Se 1.1110
4 S 0.6932
5 S 0.6122
6 F 0.2100
7 F 0.0148
8 F 0.0510
9 F 0.0347
10 O -0.1467
11 O -0.2655
12 O -0.1818
13 O -0.4107
14 N -0.2958
15 N -0.2080
16 N 0.0106
17 N -0.2092
18 N 0.0192
19 C -0.0495
20 C -0.5966
21 C -0.0583
22 C -0.0195
23 C -0.3369
24 C -0.1447
25 C -0.0767
26 C -0.6905
27 C -0.0007
28 C -0.1252
29 C -0.2214
30 C 0.0211
31 C -0.8406
32 C -0.0185
33 C -0.0799
34 C -0.0117
35 C -0.3375
36 C -0.2456
37 C 0.0187
38 C -0.0115
39 C -0.1147
40 C -0.0953
41 C -0.1100
42 C -0.0955
43 C -0.0028
44 C -0.1346
45 B -1.2397
46 H 0.1266
47 H 0.1171
48 H 0.1040
49 H 0.1085
50 H 0.1221
51 H 0.1027
52 H 0.1227
53 H 0.1167
54 H 0.1164
55 H 0.1011
56 H 0.1161
57 H 0.1220
58 H 0.1233
59 H 0.1092